DFT (ωB97M-V with the def2-TZVPD basis set) results for an isolated molecule of C4H5BrN4O in a non-equilibrium geometry.

```
15
C4H5BrN4O | the OMol25 dataset | ωB97M-V with the def2-TZVPD basis set
C 0.237 1.000 0.494
C 0.968 -1.679 0.282
C -1.309 -0.687 -0.041
C 1.417 -0.464 -0.421
N -0.943 0.532 0.575
N -2.430 -0.659 -0.597
N -0.481 -1.802 0.117
N 0.945 2.123 0.727
O 1.613 -2.386 1.013
Br 3.304 -0.015 -0.118
H 1.054 -0.054 -1.480
H -2.694 -1.462 -1.110
H -1.025 -2.663 0.310
H 1.898 2.226 0.459
H 0.372 2.918 0.823
```

Calculated values
Total charge: 0
Orbital gap (Ha): 0.3413
HOMO level (eV): -9.1

=====

DFT (ωB97M-V with the def2-TZVPD basis set) results for an isolated molecule of C6H6O.

```
13
C6H6O | the OMol25 dataset | ωB97M-V with the def2-TZVPD basis set
O -0.262 -0.927 1.957
C 0.345 -1.019 0.684
C -0.624 -0.833 -0.539
C -1.002 0.556 -0.840
C -1.414 1.633 -1.187
C 1.398 -0.015 0.484
C 2.064 0.926 0.141
H -0.447 0.002 2.149
H 0.788 -2.024 0.689
H -1.562 -1.386 -0.418
H -0.145 -1.230 -1.446
H -1.810 2.569 -1.516
H 2.672 1.748 -0.157
```

Calculated values
Total charge: 0
Structure (SMILES): C#CC[C@H](O)C#C
Orbital gap (Ha): 0.4014
HOMO level (eV): -10.0

=====

DFT (ωB97M-V with the def2-TZVPD basis set) results for a 2-piece molecular cluster, C9H14 overall in a non-equilibrium geometry.

```
23
C9H14 | the OMol25 dataset | ωB97M-V with the def2-TZVPD basis set
C -4.314 -0.785 0.156
C -3.101 -0.826 1.134
H -3.923 -0.365 -0.774
H -4.816 -1.721 -0.057
H -5.003 -0.010 0.495
H -3.471 -0.690 2.151
H -2.687 -1.831 1.098
H -2.452 -0.005 0.856
C 3.926 0.309 0.718
C 0.118 0.391 -1.215
C 1.124 -0.452 -1.671
C 0.423 1.330 -0.222
C 2.403 -0.398 -1.104
C 1.681 1.377 0.353
C 2.664 0.457 -0.052
H -0.838 0.331 -1.716
H 0.760 -1.078 -2.478
H -0.320 2.093 -0.022
H 3.142 -0.934 -1.689
H 1.817 2.130 1.118
H 4.646 1.134 0.748
H 4.578 -0.519 0.425
H 3.642 0.061 1.747
```

Calculated values
Total charge: 0
Structure (SMILES): Cc1ccccc1.CC
Orbital gap (Ha): 0.3693
HOMO level (eV): -9.0

=====

DFT (ωB97M-V with the def2-TZVPD basis set) results for an isolated ion of composition C5H6N and charge +1 in a non-equilibrium geometry.

```
12
C5H6N | the OMol25 dataset | ωB97M-V with the def2-TZVPD basis set
C -1.995 -0.670 0.910
C -2.643 -0.680 1.935
C -0.117 1.516 0.231
C 0.100 0.194 0.031
C 1.438 -0.357 -0.854
N -0.853 -0.796 0.277
H -0.848 1.881 0.826
H 0.567 2.140 -0.182
H 2.205 0.362 -1.041
H 1.043 -0.581 -1.760
H 1.828 -1.312 -0.284
H -0.724 -1.697 -0.091
```

Calculated values
Total charge: +1
Orbital gap (spin up / spin down) (Ha): 0.2702 / 0.2800
HOMO level (spin up / spin down) (eV): -15.8 / -15.6

=====

DFT (ωB97M-V with the def2-TZVPD basis set) results for C19H39AsMgN2O5S as an isolated structure in a non-equilibrium geometry.

```
68
C19H39AsMgN2O5S | the OMol25 dataset | ωB97M-V with the def2-TZVPD basis set
Mg 1.291 0.524 1.642
C 1.584 -2.049 2.909
C 0.172 -1.818 3.463
O -0.232 -0.670 2.628
C -1.443 -0.083 2.990
C -1.210 1.395 3.246
O -0.101 1.812 2.445
C 0.004 3.191 2.193
C 0.401 3.381 0.754
O 1.393 2.366 0.503
C 2.706 2.760 -0.085
C 3.695 2.417 1.020
O 3.260 1.149 1.576
C 4.160 0.592 2.572
C 3.644 -0.837 2.856
O 2.241 -0.727 2.964
H 1.513 -2.354 1.875
H 2.189 -2.746 3.463
H 0.112 -1.487 4.508
H -0.504 -2.672 3.248
H -1.846 -0.657 3.865
H -2.112 -0.363 2.129
H -0.907 1.570 4.295
H -2.087 1.941 3.067
H 0.684 3.723 2.878
H -0.973 3.587 2.336
H 0.733 4.378 0.659
H -0.366 3.232 0.015
H 2.651 3.799 -0.253
H 2.895 2.207 -1.016
H 3.631 3.226 1.856
H 4.701 2.304 0.716
H 4.059 1.152 3.536
H 5.190 0.549 2.213
H 4.015 -1.204 3.814
H 3.824 -1.583 2.111
C -4.767 0.892 -2.469
As -3.772 -0.133 -1.164
C -4.761 -0.396 0.458
C -3.759 -1.932 -1.856
S -1.827 0.512 -0.556
H -5.870 0.786 -2.361
H -4.501 0.604 -3.480
H -4.477 1.960 -2.316
H -5.803 -0.505 0.360
H -4.494 0.514 1.095
H -4.325 -1.313 0.800
H -4.810 -2.246 -1.850
H -3.143 -2.528 -1.143
H -3.291 -2.023 -2.880
N 1.575 -0.844 0.076
C 1.413 -1.010 -1.067
N 1.160 -1.293 -2.323
C 0.873 -0.115 -3.231
C 0.985 -0.529 -4.629
C -0.004 -1.690 -4.900
C 0.315 -2.877 -3.935
C 0.295 -2.480 -2.517
H 1.538 0.688 -2.891
H -0.189 0.169 -3.049
H 2.034 -0.827 -4.861
H 0.745 0.335 -5.225
H 0.041 -2.053 -5.931
H -0.978 -1.297 -4.725
H 1.278 -3.239 -4.224
H -0.388 -3.680 -4.084
H 0.666 -3.256 -1.873
H -0.730 -2.199 -2.237
```

Calculated values
Total charge: +2
Orbital gap (Ha): 0.3372
HOMO level (eV): -13.4

=====

DFT (ωB97M-V with the def2-TZVPD basis set) results for C32H24I2IrN6O4S as an isolated structure in a non-equilibrium geometry.

```
70
C32H24I2IrN6O4S | the OMol25 dataset | ωB97M-V with the def2-TZVPD basis set
Ir 0.601 -0.836 -0.730
I 2.959 6.290 -0.515
C 2.705 4.319 -0.914
C 2.867 3.827 -2.203
C 2.669 2.491 -2.468
I 2.833 1.713 -4.358
C 2.273 1.578 -1.426
O 2.044 0.355 -1.746
C 2.148 2.108 -0.087
C 1.850 1.197 1.071
N 0.584 0.440 0.890
C 0.187 -0.376 2.065
C -0.878 -1.351 1.637
C -1.858 -1.815 2.486
C -2.804 -2.711 2.003
C -2.748 -3.104 0.677
C -1.749 -2.593 -0.129
N -0.828 -1.750 0.347
C 2.356 3.441 0.132
H 3.137 4.511 -2.996
H 1.789 1.795 1.983
H 2.648 0.466 1.208
H -0.139 1.134 0.683
H -0.152 0.252 2.889
H 1.074 -0.925 2.392
H -1.886 -1.470 3.511
H -3.581 -3.088 2.654
H -3.470 -3.791 0.262
H -1.663 -2.856 -1.175
H 2.263 3.861 1.126
O -2.819 1.609 -2.134
S -1.440 1.330 -2.299
O -0.463 2.074 -1.534
N -1.083 -0.283 -1.941
C -0.357 -0.814 -2.965
O 0.441 -1.737 -2.656
C -0.432 -0.072 -4.225
C -0.030 -0.455 -5.493
C -0.207 0.452 -6.529
C -0.767 1.708 -6.297
C -1.171 2.094 -5.022
C -0.984 1.186 -4.004
H 0.394 -1.435 -5.668
H 0.082 0.175 -7.533
H -0.901 2.392 -7.124
H -1.620 3.062 -4.841
N 5.058 -6.003 1.703
C 6.321 -6.467 1.997
C 6.786 -7.697 2.457
C 8.146 -7.802 2.643
C 9.021 -6.726 2.384
C 8.558 -5.515 1.930
C 7.179 -5.386 1.732
N 6.451 -4.306 1.289
C 5.207 -4.707 1.282
C 4.121 -3.835 0.869
C 2.769 -4.193 0.887
C 1.820 -3.287 0.479
N 2.125 -2.043 0.064
C 3.429 -1.706 0.021
C 4.434 -2.549 0.413
H 4.209 -6.536 1.764
H 6.122 -8.527 2.658
H 8.559 -8.736 2.999
H 10.081 -6.866 2.548
H 9.223 -4.687 1.728
H 2.434 -5.168 1.210
H 0.776 -3.564 0.479
H 3.658 -0.725 -0.370
H 5.468 -2.239 0.366
```

Calculated values
Total charge: +2
Multiplicity: 2
Orbital gap (spin up / spin down) (Ha): 0.2593 / 0.1538
HOMO level (spin up / spin down) (eV): -12.4 / -12.4
<S²>: 0.774

=====

DFT (ωB97M-V with the def2-TZVPD basis set) results for an isolated molecule of C4H8N4 in a non-equilibrium geometry.

```
16
C4H8N4 | the OMol25 dataset | ωB97M-V with the def2-TZVPD basis set
C -1.306 -1.091 0.309
C -1.409 0.224 0.724
C 1.171 1.093 0.349
C 1.677 -0.108 0.410
H -2.036 -1.378 -0.412
H -1.017 -1.925 1.131
H -2.492 0.420 0.990
H -0.540 0.852 1.435
H 2.012 1.913 0.173
H 2.563 -0.355 0.982
H 1.739 -1.861 -0.652
H -0.334 -0.372 -1.601
N -1.129 1.174 -0.432
N 0.109 1.566 -0.565
N 1.070 -1.266 -0.070
N -0.149 -1.188 -0.762
```

Calculated values
Total charge: 0
Structure (SMILES): C1=C\NNCC\N=N/1
Orbital gap (Ha): 0.3131
HOMO level (eV): -8.3

=====

DFT (ωB97M-V with the def2-TZVPD basis set) results for C33H37N6OTi as an isolated structure.

```
78
C33H37N6OTi | the OMol25 dataset | ωB97M-V with the def2-TZVPD basis set
Ti 0.845 -0.867 0.589
C 3.194 2.912 -0.424
C 2.762 1.772 -1.351
C 3.222 0.421 -0.783
N 2.259 -0.663 -0.900
C 2.309 -1.506 -1.929
C 3.190 -1.352 -3.012
C 3.400 -2.148 -4.125
C 2.779 -3.318 -4.531
C 1.725 -3.948 -3.890
C 1.060 -3.605 -2.726
C 1.287 -2.560 -1.818
N 0.546 -2.380 -0.735
C -0.772 -2.955 -0.574
C -1.730 -2.232 -1.520
C -1.225 -0.824 -1.821
N -0.712 -0.095 -0.652
C -1.147 1.132 -0.396
C -2.192 1.781 -1.108
C -2.957 2.882 -0.809
C -2.907 3.743 0.286
C -1.922 3.741 1.238
C -0.792 2.928 1.350
C -0.375 1.795 0.655
N 0.793 1.157 0.943
C 1.813 1.987 1.606
C 2.262 3.189 0.762
H 3.278 3.841 -0.992
H 4.204 2.697 -0.059
H 3.184 1.920 -2.348
H 1.675 1.764 -1.471
H 3.421 0.558 0.274
H 4.186 0.128 -1.209
H 3.794 -0.456 -2.990
H 4.174 -1.781 -4.791
H 3.134 -3.767 -5.448
H 1.350 -4.843 -4.373
H 0.249 -4.270 -2.458
H -1.083 -2.772 0.464
H -0.785 -4.042 -0.697
H -2.733 -2.208 -1.089
H -1.812 -2.758 -2.473
H -2.029 -0.298 -2.319
H -0.409 -0.880 -2.548
H -2.484 1.315 -2.034
H -3.745 3.084 -1.525
H -3.688 4.487 0.367
H -2.001 4.500 2.009
H -0.141 3.224 2.160
H 2.674 1.365 1.834
H 1.458 2.336 2.583
H 2.764 3.890 1.435
H 1.380 3.713 0.389
C 2.569 -2.419 1.426
C 2.850 -1.181 2.030
C 1.770 -0.840 2.872
C 0.819 -1.876 2.773
C 1.310 -2.843 1.875
H 3.189 -2.932 0.708
H 3.748 -0.601 1.892
H 1.691 0.035 3.495
H -0.114 -1.942 3.303
H 0.818 -3.760 1.594
N -5.592 -0.258 0.332
C -5.150 0.804 1.063
O -5.670 1.899 1.022
C -3.927 0.568 1.899
C -3.737 1.324 3.049
C -2.570 1.144 3.767
C -1.621 0.255 3.285
N -1.774 -0.460 2.170
C -2.924 -0.311 1.514
H -6.470 -0.129 -0.145
H -5.367 -1.193 0.625
H -4.494 2.036 3.349
H -2.379 1.697 4.676
H -0.684 0.131 3.815
H -3.023 -0.880 0.598
```

Calculated values
Total charge: +1
Orbital gap (Ha): 0.2438
HOMO level (eV): -9.8

=====

DFT (ωB97M-V with the def2-TZVPD basis set) results for a 9-piece molecular cluster, C18H41BNO33S8 overall in a non-equilibrium geometry.

```
102
C18H41BNO33S8 | the OMol25 dataset | ωB97M-V with the def2-TZVPD basis set
C 0.256 1.007 -1.908
C -1.091 0.564 -2.535
B -2.298 1.173 -1.785
N -3.747 0.606 -2.074
O -2.303 2.185 -0.892
H 0.170 1.160 -0.834
H 0.987 0.214 -2.042
H 0.590 1.933 -2.365
H -1.140 0.976 -3.552
H -1.173 -0.523 -2.589
H -3.755 -0.367 -2.365
H -4.361 0.759 -1.258
H -4.137 1.192 -2.819
H -2.221 3.055 -1.301
C 0.379 -0.925 3.317
C 0.431 -0.018 2.105
O 1.825 0.198 1.876
S 2.635 -1.123 2.302
O 2.887 -1.894 1.136
O 3.688 -0.736 3.169
O 1.479 -1.819 3.127
H 0.537 -0.366 4.241
H -0.545 -1.491 3.390
H -0.074 0.931 2.270
H 0.010 -0.510 1.223
C 7.023 -2.379 5.648
C 6.478 -1.079 5.109
O 6.820 -0.111 6.120
S 8.203 -0.515 6.805
O 9.260 0.222 6.207
O 8.019 -0.513 8.211
O 8.270 -2.011 6.268
H 6.370 -2.802 6.415
H 7.188 -3.109 4.866
H 5.404 -1.096 4.958
H 6.971 -0.796 4.177
C -7.586 -0.224 -3.171
C -8.915 0.007 -2.485
O -8.571 0.723 -1.288
S -7.338 1.675 -1.550
O -7.719 2.982 -1.864
O -6.342 1.401 -0.557
O -6.852 0.989 -2.938
H -7.044 -1.055 -2.711
H -7.684 -0.398 -4.238
H -9.423 -0.918 -2.228
H -9.577 0.635 -3.082
C -10.837 5.062 1.914
C -9.802 6.048 1.416
O -9.150 5.354 0.342
S -10.193 4.404 -0.404
O -10.694 5.056 -1.558
O -9.624 3.109 -0.493
O -11.326 4.433 0.721
H -10.391 4.296 2.551
H -11.657 5.540 2.442
H -9.076 6.321 2.176
H -10.267 6.950 1.013
C -6.550 7.389 -4.146
C -5.806 6.919 -5.378
O -5.521 5.536 -5.103
S -6.708 4.906 -4.233
O -7.603 4.213 -5.088
O -6.147 4.256 -3.104
O -7.380 6.274 -3.790
H -5.871 7.593 -3.317
H -7.168 8.263 -4.333
H -4.882 7.462 -5.549
H -6.431 6.971 -6.272
C 6.053 -1.383 0.283
C 7.443 -0.786 0.311
O 8.098 -1.498 1.376
S 7.549 -2.992 1.448
O 8.427 -3.873 0.782
O 7.144 -3.231 2.792
O 6.254 -2.777 0.543
H 5.425 -0.972 1.075
H 5.562 -1.249 -0.677
H 7.443 0.280 0.520
H 7.977 -0.979 -0.618
C 11.104 -3.854 -3.946
C 11.972 -2.775 -3.335
O 11.037 -1.922 -2.659
S 9.823 -2.792 -2.090
O 10.031 -3.095 -0.726
O 8.613 -2.181 -2.526
O 10.099 -4.104 -2.953
H 10.611 -3.506 -4.856
H 11.649 -4.770 -4.156
H 12.524 -2.206 -4.077
H 12.665 -3.183 -2.597
C 0.603 -7.163 1.725
C -0.680 -6.919 2.491
O -0.260 -6.178 3.644
S 0.981 -5.244 3.269
O 0.531 -3.924 2.997
O 2.011 -5.471 4.211
O 1.343 -5.944 1.884
H 1.183 -7.979 2.158
H 0.434 -7.357 0.669
H -1.172 -7.837 2.800
H -1.379 -6.304 1.920
```

Calculated values
Total charge: +1
Orbital gap (Ha): 0.2963
HOMO level (eV): -11.3

=====

DFT (ωB97M-V with the def2-TZVPD basis set) results for a 2-piece molecular cluster, C5H8N2 overall.

```
15
C5H8N2 | the OMol25 dataset | ωB97M-V with the def2-TZVPD basis set
C -0.634 1.296 -0.402
C 0.571 0.521 0.028
C 1.717 0.288 -0.805
C 2.109 1.131 0.504
N 1.143 0.675 1.281
C -0.826 -1.826 0.725
N -1.853 -1.606 0.007
H -0.282 2.263 -0.787
H -1.184 0.780 -1.196
H -1.303 1.486 0.442
H 1.775 0.754 -1.789
H 2.248 -0.655 -0.721
H -0.709 -1.513 1.772
H 0.015 -2.371 0.287
H -2.552 -1.110 0.565
```

Calculated values
Total charge: 0
Structure (SMILES): C[C@]12CC1=N2.C=N
Orbital gap (Ha): 0.3493
HOMO level (eV): -8.9

=====

| no. | electronic energy (eV) |
| --- | --- |
| 1 | -82277.3341 |
| 2 | -8362.5100 |
| 3 | -9559.4439 |
| 4 | -6757.1726 |
| 5 | -110659.7600 |
| 6 | -80567.2776 |
| 7 | -10231.2760 |
| 8 | -68920.8143 |
| 9 | -175734.0990 |
| 10 | -8290.1244 |